The following is a DFT calculation (ωB97M-V with the def2-TZVPD basis set) of a structure of composition C7H28FN14O7V in a non-equilibrium geometry.

Results
Total charge: +2
Energy above the lowest of the compared OMol25 structures with the same formula, charge and spin (kJ/mol): 498.60
Gap between HOMO and LUMO (spin up / spin down) (eV): 4.289 / 5.488
E_LUMO (spin up / spin down) (eV): -9.2466 / -8.0476
2S+1: 3
E_HOMO (spin up / spin down) (eV): -13.54 / -13.54

```
58
Properties=species:S:1:pos:R:3:forces:R:3
V 0.354168 1.855789 1.085966 -2.516 -4.474 -3.082
F 0.633038 -0.039271 0.263536 0.096 2.459 1.108
C -2.476722 -2.080791 -0.805864 -5.147 0.324 -2.780
O -3.570912 -2.626961 -0.759014 -0.273 -1.304 1.054
N -1.596402 -2.019601 0.087036 4.369 -1.650 7.104
N -2.244662 -1.271741 -1.789984 1.040 2.760 -3.952
H -0.685022 -1.587851 0.142546 -0.415 0.305 -0.728
H -1.845762 -2.524021 0.925776 0.301 -0.327 -0.171
H -1.450562 -0.648831 -1.751354 -0.192 -0.020 -0.459
H -3.007302 -1.094221 -2.427924 0.380 -0.095 0.014
C 3.179488 -2.378571 1.857966 0.091 -0.190 2.124
O 2.649538 -2.051631 2.904086 -1.062 0.342 1.321
N 4.185148 -3.207991 1.773066 2.503 -2.017 1.412
N 2.809108 -1.955851 0.708186 -1.689 1.710 -3.745
H 4.757848 -3.291281 0.945306 0.025 -0.130 0.509
H 4.539798 -3.425581 2.693376 0.576 -0.390 -0.407
H 3.360448 -2.277321 -0.074614 -0.829 0.592 -0.270
H 1.955038 -1.416711 0.709206 0.318 0.213 -0.645
C -2.865202 0.978569 1.810986 1.155 0.894 -0.123
O -1.716182 1.175679 1.394936 2.554 0.115 -0.561
N -3.377182 -0.181031 2.104696 -0.621 -3.178 0.561
N -3.656682 1.989529 2.037486 -1.849 1.561 0.429
H -2.841102 -1.032931 2.188276 0.250 0.412 -0.470
H -4.370922 -0.353151 2.159086 0.081 0.308 -0.031
H -3.378212 2.940829 1.843586 -0.323 -0.306 0.140
H -4.512412 1.725159 2.504316 -0.123 1.052 -0.079
C -0.325172 0.227599 3.952726 2.231 -1.749 -0.657
O 0.227568 0.891949 3.038216 0.584 2.495 -2.013
N -0.107542 -1.068541 4.011836 0.090 -1.245 -0.874
N -0.953872 0.677409 4.977826 -1.921 3.124 2.277
H 0.525518 -1.411811 3.303676 0.516 -0.589 0.270
H -0.193942 -1.519241 4.911566 0.162 -0.384 -0.450
H -0.996212 1.673909 5.136896 -0.080 -0.106 -0.026
H -1.177392 0.103579 5.778356 -0.039 0.005 -0.287
C 1.049858 -1.434961 -3.132854 -1.688 1.103 -0.802
O 0.412698 -0.389001 -3.352034 0.486 0.021 0.413
N 1.459268 -1.819011 -1.941784 1.044 -0.319 2.898
N 1.353758 -2.324091 -4.054234 0.620 -1.889 -2.194
H 1.884058 -2.724711 -1.802644 -0.251 0.232 -0.037
H 1.321808 -1.263761 -1.109374 -0.190 0.154 -0.442
H 0.896918 -2.404641 -4.951394 -0.020 0.557 0.211
H 1.830458 -3.167811 -3.769634 -0.137 0.150 -0.202
C -1.422552 2.451479 -1.879934 2.638 -0.327 -0.697
O -0.853692 2.154999 -0.813524 0.847 -0.400 1.814
N -0.833862 2.370049 -3.055464 2.282 -0.750 -0.846
N -2.622372 2.867089 -1.966694 -4.285 1.970 1.342
H -1.136062 2.830139 -3.902274 -0.078 -0.377 0.248
H 0.008768 1.813289 -3.045734 -0.071 0.148 -0.726
H -2.929022 3.297219 -2.827544 -0.332 -0.172 0.290
H -3.005962 3.191029 -1.090334 -0.489 0.060 -0.361
C 2.280058 2.596759 -1.479854 2.825 -1.125 -1.639
O 1.703648 2.801279 -0.434704 -3.011 0.997 5.667
N 3.308938 3.314119 -1.869294 1.033 2.908 0.753
N 2.091358 1.553899 -2.193254 -1.317 -3.541 -2.231
H 3.943288 3.147639 -2.637394 -0.451 -0.084 0.104
H 3.420378 4.149429 -1.312584 0.546 0.059 -0.319
H 1.362918 0.878219 -2.011764 -0.105 -0.111 0.156
H 2.647998 1.336289 -3.007434 -0.140 0.216 0.088
```
Positions in Å, forces in eV/Å.



The following is a DFT calculation (ωB97M-V with the def2-TZVPD basis set) of a cluster of 7 separate species, C7H28N14O7 in total in a non-equilibrium geometry.

Results
Total charge: -1
Energy above the lowest of the compared OMol25 structures with the same formula, charge and spin (kJ/mol): 94.24
Gap between HOMO and LUMO (spin up / spin down) (eV): 2.562 / 9.633
E_LUMO (spin up / spin down) (eV): 2.5306 / 2.4704
2S+1: 2
E_HOMO (spin up / spin down) (eV): -0.03 / -7.16

```
56
Properties=species:S:1:pos:R:3:forces:R:3
C -0.557355 1.283640 -3.786124 -0.281 -0.666 0.982
O -0.738965 1.915000 -2.799434 0.360 2.213 3.181
N 0.534465 0.752120 -4.254854 5.433 -0.230 -1.193
N -1.524265 0.709150 -4.418994 -5.286 -1.428 -3.177
H 1.436785 0.940570 -3.842034 0.040 0.427 -0.127
H 0.542345 0.549210 -5.244234 0.374 -0.360 0.365
H -2.457215 0.699390 -4.032214 -0.042 0.666 -0.317
H -1.382065 0.590570 -5.411884 -0.684 -0.482 0.269
C -1.393815 3.215510 2.892026 -1.266 -1.398 -2.721
O -2.447905 3.342610 2.323136 -2.525 -0.056 -1.096
N -0.987295 4.006030 3.785066 1.575 4.307 4.821
N -0.530655 2.284930 2.614226 2.459 -3.556 -1.801
H -1.658845 4.687230 4.109216 0.628 0.020 0.247
H -0.060585 3.849890 4.155126 -0.523 0.677 0.428
H -0.669745 1.739680 1.775496 -0.094 -0.206 -0.028
H 0.415795 2.218420 2.960526 -0.330 0.299 0.106
C 2.423805 -4.939480 0.328986 -5.484 -2.017 0.339
O 1.413265 -5.573060 0.691286 0.526 0.530 -0.491
N 2.527295 -4.129650 -0.657614 -1.740 3.623 -5.426
N 3.521775 -4.971190 0.922386 7.405 -1.846 5.431
H 1.691505 -3.754960 -1.083254 0.140 -0.274 -0.012
H 3.390305 -3.778470 -1.047484 -0.190 -0.035 0.330
H 4.330245 -4.407060 0.702776 -0.443 -0.018 -0.085
H 3.669615 -5.634380 1.669666 -0.208 0.113 -0.150
C 0.210315 -0.447920 0.115656 3.325 -1.004 1.814
O -0.516455 0.009090 0.963766 -2.289 0.722 1.627
N 1.322845 -1.147310 0.360646 1.397 -2.016 3.367
N 0.240815 -0.220320 -1.125254 -2.751 1.939 -6.324
H 2.012215 -1.349950 -0.349154 0.045 0.370 -0.064
H 1.638295 -1.160510 1.320036 -0.105 -0.313 -0.158
H -0.434475 0.405600 -1.540354 0.009 0.047 -0.077
H 0.884555 -0.685890 -1.748914 0.170 0.249 0.130
C 3.622625 0.204340 -1.877614 -3.687 1.367 1.273
O 2.972745 -0.811600 -1.883044 -2.705 -3.257 0.085
N 3.166935 1.391520 -1.526824 -1.852 0.995 0.863
N 4.795105 0.211800 -2.243174 8.146 -1.018 -2.733
H 2.197405 1.366170 -1.244934 0.090 0.948 0.115
H 3.787965 2.175470 -1.667714 -0.616 0.480 0.254
H 5.125155 -0.658330 -2.635654 0.463 0.153 0.028
H 5.396245 1.023000 -2.216974 0.190 0.064 -0.114
C -4.445205 1.894670 -1.161934 3.164 -1.601 -2.864
O -4.458925 1.854370 -2.391644 -0.413 -0.071 -0.363
N -3.542055 1.205560 -0.448324 0.141 -0.971 0.764
N -5.170775 2.699490 -0.451384 -2.227 1.822 1.408
H -2.857665 0.649800 -0.941114 -0.124 0.249 0.420
H -3.468425 1.447990 0.529386 0.765 -0.254 -0.178
H -5.387055 2.333190 0.464666 -0.566 0.913 -0.043
H -5.759155 3.254840 -1.055944 -0.544 -0.046 0.835
C -1.600135 -1.607380 4.299846 1.593 -0.421 3.268
O -1.413265 -2.074710 5.431196 -0.610 -0.178 -0.321
N -2.259735 -2.132760 3.315426 -2.540 -2.480 -2.091
N -1.066745 -0.482920 3.905616 1.553 2.943 0.079
H -2.011675 -1.780120 2.402076 -0.480 -0.710 -0.139
H -2.711855 -3.017890 3.494976 0.207 0.155 -0.571
H -1.305365 -0.122570 2.992756 0.666 0.461 0.347
H -0.452725 -0.022410 4.562126 -0.259 0.160 -0.511
```
Positions in Å, forces in eV/Å.



The following is a DFT calculation (ωB97M-V with the def2-TZVPD basis set) of a cluster of 7 separate species, C7H28N14O7 in total in a non-equilibrium geometry.

Results
Total charge: 0
Energy above the lowest of the compared OMol25 structures with the same formula, charge and spin (kJ/mol): 46.85
Gap between HOMO and LUMO (eV): 9.946
E_LUMO (eV): 0.3510
SMILES string: NC(N)=O.NC(N)=O.NC(N)=O.NC(N)=O.NC(N)=O.NC(N)=O.NC(N)=O
E_HOMO (eV): -9.60

```
56
Properties=species:S:1:pos:R:3:forces:R:3
N 12.056788 4.531304 7.990680 1.667 0.018 0.479
C 10.825120 5.036928 7.909793 -0.282 0.161 -0.351
N 10.664675 6.272688 8.401799 -0.291 1.918 0.641
O 9.950426 4.362432 7.408396 -1.648 -0.520 -0.546
H 12.833656 5.084223 8.328047 -0.167 -0.311 -0.225
H 12.196380 3.796915 7.334060 0.475 -0.471 -0.090
H 11.431349 6.922632 8.320726 0.154 -0.228 0.119
H 9.813683 6.792800 8.219161 -0.003 -0.631 -0.050
N 7.502887 14.858257 8.286221 0.417 0.623 -0.177
C 8.156532 14.460402 9.383839 2.381 1.530 0.805
N 7.719354 13.439652 10.144786 -0.417 -0.710 -0.237
O 9.200900 15.118276 9.706987 -1.633 -0.782 -0.226
H 6.919865 14.202970 7.857609 -1.137 -1.093 -0.843
H 8.097101 15.402592 7.672329 -0.353 -0.044 0.183
H 8.361236 13.234828 10.905385 -0.466 -0.181 -0.257
H 7.119406 12.699099 9.727461 0.790 0.908 0.339
N 5.943182 9.964030 9.014546 1.042 2.837 -0.785
C 6.572521 10.556384 7.911972 -0.822 1.376 1.416
N 6.850273 9.652009 6.972820 0.320 -0.626 -1.466
O 6.835287 11.766117 7.782509 -0.331 -0.942 0.550
H 6.149523 10.402894 9.911605 -0.248 -0.609 -0.392
H 6.003576 8.997859 8.877714 -0.296 -2.008 1.011
H 6.586541 8.695842 7.155314 -0.337 -0.145 -0.127
H 6.816201 9.961449 6.013275 0.267 0.004 0.094
N 12.149786 14.453611 7.769457 -1.338 0.667 0.393
C 12.137885 13.549482 8.746078 1.080 -3.125 2.674
N 11.223915 13.449070 9.808830 1.496 1.111 -3.245
O 13.062650 12.687052 8.702570 -0.383 0.352 0.154
H 13.060015 14.507393 7.331040 -0.524 0.454 -0.158
H 11.449495 15.173144 7.855811 0.480 0.540 -0.512
H 10.421597 14.111210 9.766006 0.127 -0.492 0.943
H 11.387799 12.607033 10.354789 -0.499 0.307 0.004
N 12.239785 10.149509 7.769040 -2.709 -2.016 -0.569
C 10.849896 9.925236 7.501988 1.596 2.390 1.885
N 10.034036 10.965260 7.928764 -0.515 -1.714 -1.050
O 10.373904 8.884802 7.102701 0.134 -0.743 -0.263
H 12.793629 9.326955 7.592857 0.302 0.437 -0.348
H 12.596641 11.074233 7.705780 0.638 0.770 0.159
H 10.315210 11.886816 8.262235 -0.192 -0.647 -0.124
H 9.064574 10.653055 7.752786 0.709 1.293 0.294
N 11.745518 10.467931 10.870147 0.289 1.340 3.803
C 12.626262 10.947650 11.912634 -0.583 -0.304 -1.356
N 13.768916 11.532343 11.421643 -0.768 -0.468 -0.546
O 12.309978 10.881655 13.074416 -0.004 -0.374 0.479
H 12.040231 10.350539 9.956051 0.623 -0.459 -1.988
H 10.905988 10.034508 11.226861 0.250 0.021 -0.282
H 14.598749 11.648417 12.004166 -0.845 0.234 -0.505
H 13.625911 11.859888 10.457640 1.094 0.081 0.375
N 7.747037 6.378081 6.920558 -0.369 3.298 0.079
C 6.723263 6.100481 7.789552 0.555 -1.014 -0.118
N 6.568644 4.774195 8.046321 1.553 -1.463 -1.043
O 5.981003 6.941982 8.278281 -0.024 0.839 -0.056
H 8.037366 7.399738 6.822145 -0.530 -2.186 0.202
H 8.430346 5.709939 6.664792 0.648 -0.908 -0.001
H 5.936619 4.375901 8.678587 -1.264 0.456 0.984
H 7.228852 4.039682 7.754113 -0.108 1.247 -0.126
```
Positions in Å, forces in eV/Å.



| no. | energy (a.u.) |
| --- | --- |
| 1 | -2620.38954 |
| 2 | -1576.91918 |
| 3 | -1577.08686 |